Entry 1
{
  "formula": "C7H9Cl",
  "method": "ωB97M-V/def2-TZVPD",
  "elements": ["C", "C", "C", "Cl", "C", "C", "C", "C", "H", "H", "H", "H", "H", "H", "H", "H", "H"],
  "positions_angstrom": [[-2.431, -1.191, 2.091], [-1.329, -0.434, 1.434], [-0.160, -0.966, 1.134], [0.557, -2.454, 1.492], [0.945, -0.193, 0.293], [1.531, 0.368, -0.703], [1.410, 0.832, -2.081], [2.339, 0.410, 0.568], [-2.554, -2.069, 1.549], [-2.355, -1.545, 3.153], [-3.440, -0.675, 2.016], [-1.602, 0.522, 1.027], [0.471, 0.622, -2.509], [2.112, 0.467, -2.790], [1.647, 1.890, -2.087], [2.446, 1.339, 1.131], [3.284, -0.243, 0.618]],
  "smiles": "C/C=C(\\Cl)C1=C(C)C1",
  "orbital_gap_ev": 9.785,
  "multiplicity": 1,
  "homo_ev": -8.90
}

Entry 2
{
  "formula": "C7H9Cl",
  "method": "ωB97M-V/def2-TZVPD",
  "elements": ["C", "C", "C", "C", "C", "C", "C", "Cl", "H", "H", "H", "H", "H", "H", "H", "H", "H"],
  "positions_angstrom": [[-2.147, -2.699, -0.161], [-2.236, -1.472, -0.008], [0.208, 0.678, 1.444], [-1.863, -0.160, -0.080], [-0.305, 0.266, 0.076], [-0.147, 1.425, -0.928], [0.646, -0.815, -0.271], [-2.875, 1.190, 0.245], [-2.448, -3.747, -0.339], [0.185, 1.671, 1.773], [0.224, -0.026, 2.251], [0.037, 0.967, -1.891], [0.702, 2.007, -0.696], [-0.983, 2.035, -0.951], [0.718, -1.521, 0.626], [1.647, -0.520, -0.427], [0.229, -1.398, -1.052]],
  "orbital_gap_ev": [7.825, 7.937],
  "multiplicity": 1,
  "homo_ev": [-8.55, -7.99]
}

What should be chosen as the least stable of them? Choose entry 2.

Entry 1
{
  "formula": "C2H5BrO",
  "method": "ωB97M-V/def2-TZVPD",
  "elements": ["C", "C", "O", "Br", "H", "H", "H", "H", "H"],
  "positions_angstrom": [[-1.615, 0.326, 0.189], [1.606, 0.017, -0.251], [-2.731, -0.303, 0.376], [3.521, 0.247, 0.289], [-1.932, 1.430, 0.226], [1.129, 0.926, -0.331], [1.752, -0.601, -1.127], [0.956, -0.750, 0.337], [-2.687, -1.293, 0.292]],
  "orbital_gap_ev": 9.508,
  "multiplicity": 1,
  "homo_ev": -9.07
}

Entry 2
{
  "formula": "C2H5BrO",
  "method": "ωB97M-V/def2-TZVPD",
  "elements": ["C", "C", "Br", "H", "H", "H", "O", "H", "H"],
  "positions_angstrom": [[0.744, -0.365, -0.184], [1.887, -0.700, 0.438], [3.486, 0.223, -0.263], [0.589, 0.018, -1.229], [-0.163, -0.837, 0.325], [1.943, -1.174, 1.396], [-2.575, 1.208, -0.340], [-3.088, 1.287, 0.464], [-2.822, 0.340, -0.609]],
  "smiles": "C=CBr.O",
  "orbital_gap_ev": 10.284,
  "multiplicity": 1,
  "homo_ev": -9.54
}

What should be chosen as the least stable of them? Choose entry 1.

Entry 1
{
  "formula": "C3H11N3",
  "method": "ωB97M-V/def2-TZVPD",
  "elements": ["C", "N", "N", "H", "H", "H", "H", "H", "H", "N", "C", "C", "H", "H", "H", "H", "H"],
  "positions_angstrom": [[-1.398, -0.791, 0.568], [-0.183, -0.962, -0.195], [0.121, -2.358, -0.249], [-0.215, 0.123, -1.357], [-0.035, -2.854, 0.633], [1.115, -2.448, -0.444], [-2.237, -1.383, 0.174], [-1.690, 0.263, 0.547], [-1.270, -1.071, 1.630], [0.754, 1.742, 1.007], [1.029, 1.013, -0.113], [0.351, 1.220, -1.365], [1.087, 1.387, 1.890], [-0.037, 2.368, 0.978], [1.977, 0.493, -0.096], [-0.385, 2.023, -1.381], [1.016, 1.237, -2.227]],
  "orbital_gap_ev": [7.151, 7.150],
  "multiplicity": 1,
  "homo_ev": [-6.21, -6.21]
}

Entry 2
{
  "formula": "C3H11N3",
  "method": "ωB97M-V/def2-TZVPD",
  "elements": ["C", "C", "C", "N", "N", "N", "H", "H", "H", "H", "H", "H", "H", "H", "H", "H", "H"],
  "positions_angstrom": [[-2.472, -0.023, -0.431], [-1.039, -0.530, -0.190], [-0.082, 0.594, -0.036], [3.098, 0.945, -0.139], [2.590, -1.242, 0.010], [2.378, -0.079, -0.646], [-2.513, 0.557, -1.350], [-3.165, -0.858, -0.518], [-2.794, 0.612, 0.391], [-0.758, -1.155, -1.047], [-1.031, -1.160, 0.703], [-0.073, 1.344, -0.805], [0.155, 0.932, 0.958], [3.163, 1.017, 0.878], [2.836, 1.810, -0.590], [1.947, -1.953, -0.313], [2.671, -1.191, 1.027]],
  "orbital_gap_ev": [7.579, 8.489],
  "multiplicity": 1,
  "homo_ev": [-6.65, -7.48]
}

Entry 3
{
  "formula": "C3H11N3",
  "method": "ωB97M-V/def2-TZVPD",
  "elements": ["C", "C", "C", "N", "N", "N", "H", "H", "H", "H", "H", "H", "H", "H", "H", "H", "H"],
  "positions_angstrom": [[-1.072, 0.899, -0.373], [1.159, -1.736, -0.073], [-2.149, -0.009, 0.154], [0.487, -0.591, -0.654], [0.552, 0.497, 0.183], [1.905, 1.262, 0.216], [0.434, 0.288, 1.186], [2.351, 1.127, -0.689], [1.738, 2.264, 0.294], [-1.114, 1.892, 0.071], [-1.020, 0.964, -1.453], [0.947, -2.614, -0.686], [2.246, -1.590, -0.028], [0.818, -1.953, 0.957], [-2.190, -0.936, -0.410], [-1.975, -0.262, 1.201], [-3.118, 0.498, 0.105]],
  "orbital_gap_ev": 7.922,
  "multiplicity": 1,
  "homo_ev": -6.90
}

What should be chosen as the least stable of them? Choose entry 3.